The following is a DFT calculation (wB97M-V/def2-TZVPD) of C5H8O3S in the gas phase.

Each line ends with the Löwdin charge.
Atoms and positions in Å:
C  -2.68  0.55  -0.67  0.016
C  -1.58  -0.23  -0.92  -0.248
C  1.97  1.62  -0.87  -0.407
C  -0.53  -0.34  -0.01  -0.315
C  2.18  -0.62  0.97  -0.098
O  1.91  0.39  -1.45  -0.189
O  1.30  -2.14  -0.97  -0.331
O  1.87  1.93  0.28  0.040
S  0.99  -0.82  -0.42  0.937
H  -3.54  0.64  -1.33  0.053
H  -2.87  1.13  0.17  0.025
H  -1.66  -0.77  -1.81  0.089
H  2.30  2.35  -1.67  0.158
H  -0.32  0.50  0.65  0.083
H  1.56  0.00  1.76  0.116
H  2.65  -1.50  1.35  0.072
H  2.83  0.04  0.55  -0.001

Calculated values
SMILES string   C=CC=[S@@](C)(=O)OC=O
Gap between HOMO and LUMO (spin up / spin down)   8.523 / 8.524 eV
E_LUMO (spin up / spin down)   0.30 / 0.30 eV
Total charge   0
Spin multiplicity   1
Energy above the lowest of the compared OMol25 structures with the same formula, charge and spin   443.31 kJ/mol

The following is a DFT calculation (wB97M-V/def2-TZVPD) of 2 unconnected molecules or ions with the total composition C5H8O4.

Each line ends with the Löwdin charge.
Atoms and positions in Å:
C  0.00  -2.36  1.27  -0.067
C  1.08  -1.86  2.28  -0.811
O  0.58  -1.43  3.34  -0.131
O  2.28  -1.96  1.95  -0.117
H  0.37  -2.79  0.33  0.048
H  -0.73  -1.59  1.00  0.032
H  -0.59  -3.12  1.79  0.045
C  -0.10  0.91  -1.27  -0.188
C  -0.90  -0.34  -1.61  -0.142
C  -0.80  2.23  -1.76  -0.771
O  -0.88  3.16  -0.92  -0.112
O  -1.09  2.26  -2.98  -0.121
H  0.22  0.90  -0.23  0.092
H  0.86  0.99  -1.78  0.092
H  -0.31  -1.14  -2.06  0.057
H  -1.61  -0.08  -2.40  0.049
H  -1.56  -0.71  -0.83  0.045

Calculated values
Gap between HOMO and LUMO   8.016 eV
E_LUMO   6.55 eV
Total charge   -2
Spin multiplicity   1
Energy above the lowest of the compared OMol25 structures with the same formula, charge and spin   34.55 kJ/mol

The following is a DFT calculation (wB97M-V/def2-TZVPD) of 2 unconnected molecules or ions with the total composition C5H8O4.

Each line ends with the Löwdin charge.
Atoms and positions in Å:
C  1.71  0.32  2.18  -0.204
C  2.08  -0.56  0.96  -0.116
C  0.33  0.17  2.83  -0.767
O  -0.35  1.23  2.83  -0.118
O  0.00  -0.90  3.40  -0.115
H  2.48  0.29  2.97  0.086
H  1.74  1.34  1.83  0.078
H  1.43  -1.43  1.03  0.064
H  3.14  -0.85  1.01  0.043
H  2.01  -0.08  -0.01  0.041
C  -0.30  -0.83  -2.18  -0.050
C  -1.18  0.03  -3.19  -0.811
O  -2.34  0.31  -2.81  -0.116
O  -0.59  0.37  -4.24  -0.146
H  0.23  -1.47  -2.90  0.042
H  -0.97  -1.25  -1.45  0.051
H  0.44  -0.13  -1.81  0.038

Calculated values
Gap between HOMO and LUMO   7.896 eV
E_LUMO   6.44 eV
Total charge   -2
Spin multiplicity   1
Energy above the lowest of the compared OMol25 structures with the same formula, charge and spin   56.95 kJ/mol

The following is a DFT calculation (wB97M-V/def2-TZVPD) of 2 unconnected molecules or ions with the total composition C5H8O4.

Each line ends with the Löwdin charge.
Atoms and positions in Å:
C  -1.25  0.98  1.28  -0.073
C  1.20  0.34  1.44  -0.169
O  -0.31  -0.12  1.26  -0.221
O  1.99  -0.39  1.95  0.152
H  1.26  1.42  1.23  0.154
H  -1.19  1.47  2.25  0.090
H  -1.02  1.67  0.47  0.089
H  -2.26  0.58  1.17  0.093
C  0.96  -0.08  -1.12  -0.524
C  -0.15  -0.98  -0.50  -0.158
C  -1.33  -0.99  -1.21  0.017
O  2.00  -0.83  -1.55  0.105
O  0.83  1.10  -1.41  0.072
H  2.58  -0.22  -2.04  0.134
H  0.25  -1.93  -0.18  0.123
H  -1.76  -0.07  -1.59  0.062
H  -1.79  -1.94  -1.45  0.053

Calculated values
SMILES string   C=CC(=O)O.COC=O
Gap between HOMO and LUMO   8.570 eV
E_LUMO   0.22 eV
Total charge   0
Spin multiplicity   1
Energy above the lowest of the compared OMol25 structures with the same formula, charge and spin   355.86 kJ/mol

The following is a DFT calculation (wB97M-V/def2-TZVPD) of a molecular structure, C5H8OS.

Each line ends with the Löwdin charge.
Atoms and positions in Å:
C  1.39  -1.58  0.36  0.049
C  1.25  -0.33  -0.13  -0.199
C  -1.23  2.39  0.30  -0.464
C  -0.76  1.01  0.61  -0.464
C  0.10  0.10  -0.84  -0.344
O  -0.90  -0.67  -1.27  0.015
S  0.41  2.29  1.05  0.792
H  2.15  -1.94  0.92  0.014
H  0.66  -2.36  0.08  0.069
H  1.88  0.49  0.21  0.063
H  -1.40  2.66  -0.80  0.104
H  -2.05  2.74  0.92  0.060
H  -1.10  0.59  1.52  0.071
H  0.30  1.00  -1.46  0.140
H  -1.05  -1.49  -0.81  0.094

Calculated values
Gap between HOMO and LUMO   8.884 eV
E_LUMO   0.71 eV
Total charge   0
Spin multiplicity   1
Energy above the lowest of the compared OMol25 structures with the same formula, charge and spin   330.13 kJ/mol

The following is a DFT calculation (wB97M-V/def2-TZVPD) of C5H8OS2 in the gas phase.

Each line ends with the Löwdin charge.
Atoms and positions in Å:
C  -1.31  -2.03  -0.61  -0.087
C  -0.15  -0.79  -0.56  -0.295
C  1.52  -0.40  0.20  -1.269
C  -0.43  1.73  0.10  -0.105
C  -0.99  0.28  0.09  -0.308
O  -1.32  -2.80  0.31  0.073
S  2.45  0.01  -1.14  0.765
S  1.86  -0.47  1.73  0.664
H  0.15  -0.57  -1.61  0.058
H  0.50  1.87  0.54  0.024
H  -1.18  2.31  0.68  0.095
H  -0.56  2.05  -0.85  0.037
H  -1.96  0.32  -0.55  0.144
H  -1.12  0.16  1.14  0.083
H  3.18  1.07  -0.49  -0.038
H  -0.62  -2.74  1.03  0.159

Calculated values
Gap between HOMO and LUMO   7.706 eV
E_LUMO   -0.40 eV
Total charge   0
Spin multiplicity   1
Energy above the lowest of the compared OMol25 structures with the same formula, charge and spin   567.50 kJ/mol

The following is a DFT calculation (wB97M-V/def2-TZVPD) of a molecular structure, C5H8OS2.

Each line ends with the Löwdin charge.
Atoms and positions in Å:
C  -2.05  -0.53  -0.10  -0.164
C  -0.80  0.12  -0.50  -0.601
C  1.86  -0.13  -0.84  -0.455
C  1.41  0.89  0.32  -0.810
C  0.00  0.50  0.84  -0.346
H  -2.87  0.29  -0.15  0.096
H  -2.52  -1.20  -0.87  0.071
H  -1.94  -0.88  1.23  0.204
H  -1.04  1.05  -0.96  0.106
H  1.94  0.51  -1.76  0.084
H  2.65  -0.79  -0.76  0.057
H  -0.29  1.25  1.61  0.153
H  0.59  -1.32  0.83  0.016
O  0.29  -0.77  1.64  -0.150
S  0.38  -1.09  -1.13  0.939
S  2.36  2.09  0.60  0.799

Calculated values
Gap between HOMO and LUMO   8.423 eV
E_LUMO   -0.29 eV
Total charge   0
Spin multiplicity   1
Energy above the lowest of the compared OMol25 structures with the same formula, charge and spin   308.10 kJ/mol

The following is a DFT calculation (wB97M-V/def2-TZVPD) of C5H8OS2 in the gas phase.

Each line ends with the Löwdin charge.
Atoms and positions in Å:
C  -0.60  2.19  0.65  -0.077
C  -0.82  1.22  -0.62  -0.452
C  -1.00  -0.28  -0.20  -0.242
C  0.23  -0.46  0.62  -0.855
C  1.44  -0.86  -0.13  -0.635
H  0.18  1.80  1.40  0.030
H  -1.56  2.31  1.23  0.082
H  -0.39  3.20  0.11  0.102
H  -0.08  1.24  -1.54  0.166
H  -2.77  2.09  -0.99  0.236
H  -1.01  -0.75  -1.18  0.084
H  -1.87  -0.32  0.60  0.133
H  2.36  -0.41  0.67  0.144
O  -1.97  1.35  -1.46  -0.163
S  -0.02  -0.40  2.27  0.759
S  1.61  -1.53  -1.67  0.688

Calculated values
SMILES string   C[C@H](O)CC(=S)C=S
Gap between HOMO and LUMO   6.850 eV
E_LUMO   -2.21 eV
Total charge   0
Spin multiplicity   1
Energy above the lowest of the compared OMol25 structures with the same formula, charge and spin   475.80 kJ/mol

The following is a DFT calculation (wB97M-V/def2-TZVPD) of C5H8OSe in the gas phase.

Each line ends with the Löwdin charge.
Atoms and positions in Å:
C  0.89  1.74  0.20  -0.346
C  1.25  0.31  -0.17  -0.174
C  -1.73  1.17  -1.22  -0.438
C  0.51  -0.78  0.65  -0.292
C  -0.85  -1.10  0.12  -0.454
O  0.49  2.06  1.25  0.039
Se  -2.04  0.49  0.26  1.041
H  1.02  0.25  -1.22  0.098
H  2.30  0.25  -0.09  0.100
H  -2.46  1.94  -1.27  -0.103
H  1.12  2.48  -0.52  0.108
H  1.18  -1.72  0.59  0.126
H  0.43  -0.55  1.85  0.159
H  -0.78  -1.32  -0.95  0.067
H  -1.14  -2.02  0.63  0.069

Calculated values
Gap between HOMO and LUMO   8.582 eV
E_LUMO   -0.03 eV
Total charge   0
Spin multiplicity   1
Energy above the lowest of the compared OMol25 structures with the same formula, charge and spin   281.79 kJ/mol

The following is a DFT calculation (wB97M-V/def2-TZVPD) of C5H8S in the gas phase.

Each line ends with the Löwdin charge.
Atoms and positions in Å:
C  1.18  1.61  -0.16  -0.114
C  1.35  0.08  0.25  -0.717
C  0.14  -0.81  0.76  -0.379
C  -0.81  -0.94  -0.21  -0.323
C  -1.98  -0.31  -0.52  -0.006
H  0.83  2.28  0.75  0.096
H  0.14  1.38  -0.95  0.156
H  2.06  1.99  -0.71  0.050
H  -0.21  -0.32  1.71  0.112
H  0.44  -1.76  1.45  0.163
H  -0.71  -1.97  -0.77  0.138
H  -2.33  0.54  0.15  0.074
H  -2.65  -0.84  -1.38  0.112
S  2.54  -0.95  -0.38  0.637

Calculated values
SMILES string   C=CCC(C)=S
Gap between HOMO and LUMO   7.979 eV
E_LUMO   -0.38 eV
Total charge   0
Spin multiplicity   1
Energy above the lowest of the compared OMol25 structures with the same formula, charge and spin   373.15 kJ/mol

The max |F| results, record by record, are as follows: 4.648, 1.255, 2.419, 4.371, 5.931, 6.771, 4.969, 7.338, 4.583, 8.462 eV/A.